{"formula": "C3H3BrN2O4P", "method": "wB97M-V/def2-TZVPD", "elements": ["C", "C", "C", "N", "N", "O", "O", "O", "O", "P", "Br", "H", "H", "H"], "positions_angstrom": [[-0.533, 0.961, -1.775], [-0.354, -0.329, -2.240], [0.138, -0.321, -0.075], [-0.183, 0.909, -0.438], [0.077, -1.182, -1.321], [-0.341, -1.216, 2.531], [1.992, -1.529, 1.635], [0.932, 0.845, 2.139], [-0.334, 1.954, 0.340], [0.832, -0.623, 1.522], [-0.813, -0.706, -4.039], [-0.781, 1.823, -2.299], [-0.970, -2.002, 2.454], [0.339, 1.416, 1.569]], "lowdin_spin": [0.110, 0.086, 0.338, 0.433, 0.299, 0.037, 0.031, 0.016, 0.534, 0.086, 0.014, 0.014, 0.001, 0.000], "energy_ha": -3441.92901, "spin_multiplicity": 3, "charge": -1, "homo_lumo_gap_ha": [0.153, 0.215]}


{"formula": "C2H7NO2Si", "method": "wB97M-V/def2-TZVPD", "elements": ["C", "C", "Si", "N", "O", "O", "H", "H", "H", "H", "H", "H", "H"], "positions_angstrom": [[0.739, -0.213, -1.277], [-0.178, 0.234, -0.194], [-0.585, -1.090, 1.102], [0.077, 1.501, 0.531], [1.174, 1.957, 0.628], [-0.945, 2.072, 0.973], [0.613, 0.455, -2.180], [0.511, -1.199, -1.603], [1.865, -0.331, -1.011], [-1.253, 0.444, -0.812], [-1.661, -0.673, 1.821], [-1.039, -2.067, 0.185], [0.680, -1.091, 1.838]], "nbo_charge": [-0.646, -0.498, 0.924, 0.515, -0.351, -0.424, 0.226, 0.229, 0.233, 0.258, -0.161, -0.162, -0.142], "smiles": "C[C@@H]([SiH3])[N+](=O)[O-]", "energy_ha": -574.97565, "spin_multiplicity": 1, "homo_lumo_gap_ha": 0.409, "de_lowest_kcal_mol": 138.3}


{"formula": "C6H10", "method": "wB97M-V/def2-TZVPD", "elements": ["C", "C", "C", "C", "C", "C", "H", "H", "H", "H", "H", "H", "H", "H", "H", "H"], "positions_angstrom": [[-0.947, -0.751, 1.495], [-0.529, 0.379, 0.569], [0.972, 0.760, 0.514], [0.972, 0.530, -1.006], [1.092, -0.845, -1.447], [-0.533, 0.042, -0.940], [-0.786, -0.479, 2.544], [-2.008, -0.993, 1.365], [-0.358, -1.651, 1.283], [-1.147, 1.266, 0.744], [1.188, 1.783, 0.836], [1.635, 0.063, 1.036], [1.159, 1.373, -1.676], [-0.546, -1.071, -1.074], [0.902, -0.823, -2.540], [-1.222, 0.505, -1.646]], "nbo_charge": [-0.612, -0.198, -0.411, -0.283, -0.267, -0.389, 0.213, 0.208, 0.219, 0.210, 0.209, 0.218, 0.218, 0.290, 0.139, 0.236], "energy_ha": -234.45265, "spin_multiplicity": 1, "homo_lumo_gap_ha": 0.341, "de_lowest_kcal_mol": 94.0}


{"formula": "CClO4S", "method": "wB97M-V/def2-TZVPD", "elements": ["C", "O", "O", "O", "O", "S", "Cl"], "positions_angstrom": [[-0.543, 0.742, 0.120], [1.917, -0.541, -0.009], [-1.410, 0.839, 0.903], [-0.175, -1.308, -1.151], [0.135, -1.470, 1.342], [0.462, -0.809, 0.068], [-0.386, 2.547, -1.273]], "nbo_charge": [0.444, -0.943, -0.459, -0.944, -0.937, 2.297, -0.457], "energy_ha": -1197.50221, "spin_multiplicity": 1, "charge": -1, "homo_lumo_gap_ha": 0.336, "de_lowest_kcal_mol": 26.1}


{"formula": "C4H14NO3", "method": "wB97M-V/def2-TZVPD", "elements": ["O", "C", "C", "C", "C", "N", "H", "H", "H", "H", "H", "H", "H", "H", "H", "H", "H", "H", "O", "H", "H", "O"], "positions_angstrom": [[-1.555, -1.186, -1.729], [-0.850, -0.156, -1.783], [-0.396, 0.592, -0.552], [0.672, 1.649, -0.664], [0.397, 2.763, -1.646], [0.079, -0.514, 0.374], [-0.701, 0.305, -2.787], [-1.283, 1.062, -0.092], [1.650, 1.249, -0.907], [0.838, 1.901, 0.424], [-0.688, 2.929, -1.847], [0.838, 3.751, -1.562], [0.710, 2.471, -2.663], [0.319, -0.198, 1.335], [0.809, -1.013, -0.161], [-0.517, -1.293, 0.678], [-0.855, -1.715, 3.576], [-2.243, -2.234, 3.134], [-1.497, -1.681, 2.876], [1.264, -3.504, 0.813], [1.880, -2.496, 1.885], [1.128, -2.682, 1.299]], "lowdin_spin": [0.309, 0.319, 0.113, 0.027, 0.007, 0.052, 0.028, 0.030, 0.012, 0.006, 0.002, 0.001, 0.001, 0.020, 0.030, 0.004, 0.003, 0.002, 0.013, 0.003, 0.004, 0.016], "energy_ha": -441.14550, "spin_multiplicity": 2, "homo_lumo_gap_ha": [0.144, 0.275], "de_lowest_kcal_mol": 53.6}


{"formula": "C20H23NO6PPtS", "method": "wB97M-V/def2-TZVPD", "elements": ["Pt", "O", "C", "O", "C", "C", "C", "C", "C", "N", "C", "O", "O", "H", "H", "H", "C", "C", "P", "C", "C", "C", "C", "H", "H", "H", "H", "H", "H", "H", "H", "H", "H", "H", "H", "H", "H", "H", "O", "C", "O", "C", "C", "C", "C", "S", "C", "C", "H", "H", "H", "H", "H"], "positions_angstrom": [[0.152, -0.248, -0.054], [3.168, -0.917, 2.912], [2.204, -0.739, 2.170], [2.081, -1.114, 0.961], [0.994, -0.022, 2.780], [0.969, 0.270, 4.130], [-0.193, 0.787, 4.684], [-1.311, 0.927, 3.879], [-1.232, 0.596, 2.534], [-0.066, 0.217, 1.994], [-2.521, 0.566, 1.678], [-3.464, 1.227, 2.143], [-2.451, -0.133, 0.649], [1.861, 0.058, 4.701], [-0.236, 1.034, 5.737], [-2.271, 1.263, 4.244], [1.572, 3.140, 1.006], [1.342, 2.928, -0.486], [-0.081, 1.844, -0.889], [-1.530, 2.706, -0.178], [-1.767, 4.157, -0.583], [-0.276, 2.039, -2.708], [0.221, 3.330, -3.357], [2.452, 3.766, 1.161], [1.743, 2.195, 1.521], [0.721, 3.633, 1.480], [2.220, 2.458, -0.935], [1.187, 3.885, -0.987], [-1.426, 2.633, 0.906], [-2.387, 2.075, -0.421], [-0.909, 4.792, -0.349], [-2.630, 4.546, -0.042], [-1.979, 4.248, -1.649], [-1.343, 1.887, -2.892], [0.228, 1.194, -3.177], [-0.233, 4.223, -2.930], [-0.016, 3.310, -4.422], [1.303, 3.427, -3.265], [0.791, -7.586, -0.226], [0.036, -7.033, -1.208], [-0.650, -7.758, -1.881], [0.145, -5.566, -1.409], [-0.590, -5.001, -2.449], [-0.546, -3.644, -2.694], [0.254, -2.804, -1.912], [0.341, -1.083, -2.253], [1.013, -3.368, -0.874], [0.940, -4.726, -0.627], [1.303, -6.906, 0.226], [-1.208, -5.655, -3.049], [-1.142, -3.209, -3.486], [1.672, -2.742, -0.291], [1.543, -5.108, 0.191]], "nbo_charge": [0.710, -0.682, 0.736, -0.775, 0.104, -0.229, -0.166, -0.228, 0.117, -0.473, 0.724, -0.737, -0.741, 0.250, 0.210, 0.252, -0.609, -0.747, 1.113, -0.763, -0.610, -0.746, -0.609, 0.211, 0.226, 0.204, 0.242, 0.217, 0.245, 0.278, 0.194, 0.223, 0.199, 0.240, 0.258, 0.202, 0.213, 0.206, -0.678, 0.779, -0.589, -0.226, -0.157, -0.225, -0.163, -0.196, -0.192, -0.185, 0.481, 0.232, 0.217, 0.258, 0.185], "energy_ha": -2141.16661, "spin_multiplicity": 1, "charge": -1, "homo_lumo_gap_ha": 0.269, "de_lowest_kcal_mol": 25.8}